1.
C24H47BClI2N3O4 | ωB97M-V/def2-TZVPD

Calculated values
energy: -2488.07060 Ha

```
! wB97M-V def2-TZVPD RIJCOSX def2/J DEFGRID3
* xyz 0 1
C 6.75451 -0.06499 1.56592
C 5.17901 -0.49060 1.43993
C 5.13936 -1.59698 0.24631
C 3.66911 -2.19933 -0.01492
C 2.76703 -1.34872 -1.03688
C 3.09503 -1.57715 -2.59267
C 2.96257 -3.09350 -3.10905
C 1.54397 -3.39266 -3.86753
C 0.41852 -3.31419 -2.71125
C -1.07880 -3.59131 -3.21513
C -2.16602 -3.76316 -2.04230
C -2.04497 -2.69495 -0.84682
C -3.41769 -1.95092 -0.45093
C -3.78342 -2.07054 1.14256
N -3.78087 -0.76052 1.84443
O -4.97888 -0.42501 2.40048
C -5.33126 -1.25000 3.51101
N -5.40133 -2.03320 4.43330
C -2.61611 -0.53368 2.73092
B -1.15118 -0.73721 1.98106
N -0.82582 -0.10442 0.63771
O -0.07642 -1.51833 2.57738
C -2.61832 1.03889 3.19624
Cl -3.45285 1.21018 4.85706
O -1.25341 1.45871 3.18546
C -1.02599 2.86315 3.21621
I -0.81261 3.69354 5.26772
I 1.02076 3.10302 2.37141
O -1.99262 3.69814 2.58425
C -2.05350 3.56729 1.13931
C -1.70894 4.94814 0.33418
C -0.84805 6.00044 1.18836
C -1.09358 4.65468 -1.14912
C -2.11551 3.82927 -2.08422
C 0.32656 3.90495 -1.12463
H 7.20872 -0.07777 0.49874
H 7.34022 -0.73869 2.27919
H 6.86632 1.02796 1.93627
H 4.88150 -0.92820 2.45823
H 4.54227 0.43109 1.17593
H 5.62884 -1.20528 -0.71169
H 5.79623 -2.48352 0.60343
H 3.12143 -2.16003 1.00954
H 3.75681 -3.31118 -0.27421
H 2.99694 -0.23061 -0.81680
H 1.67421 -1.50436 -0.74039
H 4.16878 -1.19226 -2.76366
H 2.41636 -0.88806 -3.22888
H 3.84808 -3.37842 -3.80261
H 3.01211 -3.81235 -2.21926
H 1.40334 -2.50793 -4.60300
H 1.55167 -4.37340 -4.45283
H 0.43838 -2.21493 -2.34058
H 0.77116 -4.01298 -1.87062
H -1.37937 -2.80888 -4.01058
H -1.04987 -4.60324 -3.78412
H -2.03642 -4.84107 -1.63242
H -3.20660 -3.76760 -2.55636
H -1.32537 -1.86255 -1.20997
H -1.61932 -3.23839 0.08391
H -3.36367 -0.83946 -0.76578
H -4.27943 -2.39769 -1.08477
H -3.14274 -2.89039 1.65997
H -4.85162 -2.52544 1.12925
H -2.56540 -1.24485 3.65071
H -0.28638 0.76765 0.76145
H -1.76236 0.20974 0.29543
H 0.60662 -1.60164 1.86025
H -3.31971 1.55494 2.45875
H -1.49147 2.65475 0.71406
H -3.16993 3.36414 0.88724
H -2.72651 5.46628 0.12160
H -1.15482 6.10185 2.28343
H -0.98262 7.03683 0.68544
H 0.27636 5.75717 1.05130
H -0.92292 5.68042 -1.64138
H -1.62241 3.75320 -3.13289
H -2.29606 2.75011 -1.74526
H -3.10697 4.39327 -2.25972
H 0.17216 2.80122 -0.84981
H 0.76216 3.95133 -2.19799
H 1.08838 4.42970 -0.45361
*
```

Here are the Mulliken charges for atoms 1 to 6, given in e: atom 1 (C): -0.98, atom 2 (C): -0.15, atom 3 (C): -0.78, atom 4 (C): -0.33, atom 5 (C): 0.47, atom 6 (C): -0.69

***

2.
C8H15F | ωB97M-V/def2-TZVPD

Calculated values
energy relative to the best compared isomer or geometry (same formula, charge and spin): 0.000 eV
energy: -413.58578 Ha
SMILES: CC=C(C)C.C=C(C)F

```
! wB97M-V def2-TZVPD RIJCOSX def2/J DEFGRID3
* xyz 0 1
C -0.48977 -0.64515 2.41839
C 0.24351 -0.90830 1.08609
C -1.85497 -1.00003 -0.22717
C 0.56373 -1.45740 -1.18243
C -0.53144 1.94765 -0.94592
C 1.90405 1.56559 -0.88122
C -0.37762 -1.03964 -0.09856
C 0.49141 1.67627 -0.21070
F 0.41199 1.96177 1.12823
H -1.00418 0.32046 2.30630
H 0.16631 -0.62404 3.30966
H 1.30698 -0.98174 1.21481
H -2.22338 -0.38655 -0.95200
H -2.26227 -1.99652 -0.38170
H -2.24745 -0.56091 0.64509
H 0.56067 -0.90676 -2.09900
H 0.35834 -2.50513 -1.43948
H 1.58962 -1.52843 -0.73309
H -1.49848 2.02598 -0.53040
H -1.28453 -1.55465 2.58151
H -0.29067 1.84621 -1.97178
H 1.94875 2.45029 -1.54687
H 1.90928 0.67353 -1.44812
H 2.61014 1.62749 -0.04162
*
```

Here are the Mulliken charges for atoms 1 to 6, given in e: atom 1 (C): -1.26, atom 2 (C): -0.43, atom 3 (C): -1.58, atom 4 (C): -1.61, atom 5 (C): -1.03, atom 6 (C): -1.26

***

3.
C30H37ClF4N3O16P | ωB97M-V/def2-TZVPD

Calculated values
energy: -3734.25880 Ha
SMILES: CC(=O)N(C)CCCCc1c(P(O)Cl)c(OC[C@H](C)O)cc2nccnc12.O=C1OC[C@@H](F)O1.O=C1OC[C@@H](F)O1.O=C1OC[C@@H](F)O1.O=C1OC[C@@H](F)O1

```
! wB97M-V def2-TZVPD RIJCOSX def2/J DEFGRID3
* xyz 0 1
C 3.44339 -0.11568 -0.15811
C 3.93671 1.20248 0.62965
O 5.12494 1.14715 1.09185
N 3.08644 2.42856 0.77119
C 3.80378 3.25638 1.79236
C 3.11001 3.04119 -0.59634
C 2.47601 4.50925 -0.69797
C 0.94786 4.55108 -1.18967
C -0.13082 4.77431 0.00987
C -1.07080 3.45323 0.00227
C -2.12392 3.27610 -1.11766
P -2.50891 4.48746 -2.51281
O -2.62001 6.04901 -1.73997
Cl -0.93819 4.59739 -3.93554
C -2.99187 1.93259 -1.10340
O -3.94103 1.72332 -2.14210
C -3.71052 0.47703 -2.85861
C -2.19044 0.20567 -3.28270
C -1.56569 1.28082 -4.29424
O -2.19451 -1.08384 -4.00511
C -2.76762 0.91738 0.03121
C -1.72132 1.11289 1.20635
N -1.68070 0.07777 2.20210
C -0.69427 0.42719 3.16896
C 0.22928 1.67609 3.15322
N 0.15794 2.67369 2.14191
C -0.85517 2.39209 1.16455
H 2.75516 0.10506 -1.04091
H 3.04467 -0.91840 0.55925
H 4.40710 -0.56802 -0.61404
H 4.02776 2.71523 2.77060
H 4.73239 3.69910 1.27995
H 3.08439 4.12206 2.06990
H 4.17582 2.96312 -1.04170
H 2.46123 2.35103 -1.26620
H 3.09219 5.07406 -1.50100
H 2.55007 5.14118 0.24882
H 0.77919 5.40764 -1.93261
H 0.69519 3.57536 -1.75063
H -0.72832 5.74083 -0.11461
H 0.47725 4.87673 0.97002
H -3.32995 5.89359 -1.06120
H -4.31756 0.52551 -3.84282
H -4.13342 -0.42619 -2.26868
H -1.47770 0.03470 -2.38743
H -0.58740 1.72451 -3.86194
H -2.28093 2.10782 -4.62471
H -1.24616 0.73242 -5.26161
H -1.61797 -1.68986 -3.49147
H -3.42157 -0.03138 0.04252
H -0.56984 -0.29792 4.05827
H 1.01106 1.82658 3.98072
C 2.20055 -5.14575 -1.45960
C 2.85896 -4.87395 -0.14629
O 2.39322 -3.58099 0.18780
C 1.16606 -3.47747 -0.39820
O 0.35656 -2.63971 -0.11895
O 0.97059 -4.44665 -1.33451
F 4.20698 -4.82568 -0.27867
H 2.76324 -4.74055 -2.30579
H 2.03185 -6.20919 -1.62778
H 2.58973 -5.57724 0.64536
C 2.49099 7.44196 -5.65249
C 2.53805 6.13529 -4.92800
O 3.46179 6.37427 -3.88621
C 3.36191 7.70609 -3.61270
O 3.78699 8.22184 -2.62080
O 2.71045 8.37697 -4.60574
F 3.03129 5.15593 -5.72384
H 3.28445 7.53911 -6.39906
H 1.52944 7.61465 -6.13835
H 1.57956 5.82126 -4.50431
C -1.44720 -5.67063 2.36045
C -0.86339 -6.83700 3.09100
O -0.33358 -7.63671 2.05268
C -0.00144 -6.76623 1.05996
O 0.71572 -7.03680 0.13834
O -0.57657 -5.54612 1.24478
F -1.82660 -7.54285 3.73017
H -2.46488 -5.86004 2.00763
H -1.44848 -4.76026 2.96157
H -0.06829 -6.57442 3.79477
C -4.73775 -8.42850 6.96906
C -5.36435 -7.72320 5.80888
O -5.01907 -6.37079 6.02823
C -3.83571 -6.40363 6.70321
O -3.10574 -5.46349 6.82600
O -3.58134 -7.64130 7.21470
F -6.71359 -7.83444 5.84279
H -5.37465 -8.42570 7.85817
H -4.46830 -9.45927 6.73395
H -4.99065 -8.04419 4.83206
*
```

Here are the Mulliken charges for atoms 1 to 6, given in e: atom 1 (C): -0.77, atom 2 (C): 0.49, atom 3 (O): -0.60, atom 4 (N): 0.34, atom 5 (C): -0.95, atom 6 (C): -0.91

***

4.
C5H13N3O | ωB97M-V/def2-TZVPD

Calculated values
energy relative to the best compared isomer or geometry (same formula, charge and spin): 6.359 eV
energy: -437.62041 Ha

```
! wB97M-V def2-TZVPD RIJCOSX def2/J DEFGRID3
* xyz 0 1
C -1.65207 -0.89880 -1.48766
C -0.77959 0.44761 0.62528
C -1.58189 1.53037 0.29844
O -1.03055 -0.94080 -0.20891
H -0.91111 0.07853 1.63809
H -1.36004 -0.01243 -2.05691
H -2.73787 -0.91961 -1.38602
H -1.32419 -1.79480 -2.01535
H -2.26138 1.95173 1.02464
H -1.56751 1.97565 -0.68754
C 1.30457 -1.95377 0.52993
C 0.79209 0.42456 0.23070
N 1.18932 1.37458 -0.79699
N 1.53813 0.64567 1.44965
N 0.91095 -0.88295 -0.34569
H 0.88342 1.05735 -1.70982
H 0.76125 2.27721 -0.60108
H 1.04312 1.28913 2.05775
H 2.43989 1.04877 1.22047
H 0.99259 -2.90203 0.09375
H 0.94867 -1.85458 1.55794
H 2.40219 -1.94140 0.56932
*
```

Here are the Mulliken charges for atoms 1 to 6, given in e: atom 1 (C): -0.61, atom 2 (C): -0.23, atom 3 (C): -1.03, atom 4 (O): -0.35, atom 5 (H): 0.43, atom 6 (H): 0.29